(1)
3 unconnected molecules or ions with the total composition C34H66N3O5, computed with ωB97M-V with the def2-TZVPD basis set.

CARTESIAN COORDINATES (ANGSTROEM)
C  3.642  1.335  4.120
C  2.831  1.585  5.486
C  2.799  3.103  5.985
O  2.588  3.289  7.220
O  2.940  4.266  5.161
C  1.782  4.355  4.290
C  1.258  5.889  4.099
N  2.058  6.433  2.925
C  3.277  7.138  3.236
C  4.194  7.692  2.088
C  3.670  7.431  0.637
C  4.567  7.914  -0.627
O  4.676  9.111  -0.973
O  5.257  6.833  -1.286
C  6.232  6.216  -0.391
C  6.073  4.630  -0.219
C  4.582  4.143  0.106
C  4.508  2.649  0.751
C  4.600  1.475  -0.336
C  3.862  0.146  0.215
C  2.270  0.307  0.361
C  1.556  1.125  -0.823
C  0.093  1.587  -0.250
C  0.069  3.195  0.053
O  -0.403  3.390  1.419
C  -1.603  4.201  1.476
C  2.318  6.679  0.352
C  1.536  6.198  1.604
H  4.047  0.250  4.142
H  4.539  2.031  3.980
H  2.937  1.385  3.219
H  1.739  1.268  5.283
H  3.297  0.956  6.336
H  0.939  3.629  4.560
H  2.145  4.033  3.236
H  0.141  5.933  3.861
H  1.576  6.515  4.999
H  3.569  7.263  4.338
H  5.183  8.227  2.268
H  7.267  6.391  -0.882
H  6.304  6.705  0.646
H  6.733  4.336  0.690
H  6.562  4.116  -1.122
H  4.198  4.836  0.954
H  3.915  4.231  -0.828
H  3.437  2.588  1.199
H  5.216  2.526  1.648
H  5.721  1.190  -0.416
H  4.214  1.776  -1.367
H  4.051  -0.737  -0.499
H  4.266  -0.101  1.273
H  2.055  0.893  1.337
H  1.723  -0.701  0.493
H  1.444  0.453  -1.750
H  2.080  2.092  -1.128
H  -0.088  1.090  0.768
H  -0.724  1.317  -1.002
H  -0.582  3.699  -0.743
H  1.118  3.666  -0.029
H  -2.544  3.541  1.569
H  -1.558  4.841  2.437
H  -1.723  4.929  0.602
H  1.963  6.490  -0.724
H  0.557  5.614  1.427
C  -4.168  -3.770  -4.065
C  -3.559  -3.381  -2.723
N  -2.993  -2.035  -2.697
C  -2.183  -1.775  -1.508
C  -2.890  -1.778  -0.154
C  -3.888  -0.950  -3.087
C  -5.180  -0.772  -2.290
H  -3.439  -3.669  -4.874
H  -4.491  -4.815  -4.035
H  -5.046  -3.167  -4.307
H  -2.761  -4.101  -2.513
H  -4.317  -3.516  -1.940
H  -1.659  -0.819  -1.630
H  -1.386  -2.526  -1.474
H  -3.474  -0.869  -0.002
H  -2.145  -1.812  0.647
H  -3.544  -2.642  -0.026
H  -4.158  -1.092  -4.140
H  -3.337  -0.003  -3.080
H  -5.684  -1.720  -2.087
H  -5.878  -0.149  -2.857
H  -5.001  -0.263  -1.342
C  -2.193  -7.629  -2.620
C  -2.975  -8.894  -2.285
N  -4.107  -8.672  -1.388
C  -4.677  -9.912  -0.864
C  -5.329  -10.870  -1.860
C  -5.084  -7.672  -1.812
C  -5.776  -7.882  -3.157
H  -1.842  -7.129  -1.713
H  -1.315  -7.885  -3.221
H  -2.787  -6.921  -3.203
H  -2.275  -9.584  -1.802
H  -3.288  -9.373  -3.223
H  -5.404  -9.673  -0.079
H  -3.878  -10.456  -0.347
H  -6.307  -10.512  -2.183
H  -5.490  -11.841  -1.382
H  -4.709  -11.042  -2.742
H  -4.586  -6.695  -1.836
H  -5.849  -7.559  -1.036
H  -5.085  -8.197  -3.942
H  -6.233  -6.944  -3.486
H  -6.580  -8.615  -3.086

Values from the calculation:
- HOMO energy (eV) = -9.11
- net charge = +1
- orbital gap (eV) = 4.3
- LUMO energy (eV) = -4.83


(2)
3 unconnected molecules or ions with the total composition C34H67Br3O6, computed with ωB97M-V with the def2-TZVPD basis set.

CARTESIAN COORDINATES (ANGSTROEM)
C  8.238  -0.587  3.298
C  7.493  0.570  2.421
C  6.631  -0.042  1.209
C  5.040  -0.125  1.557
C  4.131  0.200  0.272
C  3.177  -1.002  -0.205
C  3.838  -2.465  -0.116
C  3.224  -3.191  1.209
C  2.160  -4.345  0.874
C  0.901  -4.207  1.902
C  -0.503  -4.621  1.200
C  -1.718  -4.516  2.242
C  -3.121  -4.064  1.546
C  -3.287  -2.457  1.763
C  -4.745  -2.049  1.258
C  -5.208  -0.549  1.595
C  -4.212  0.285  2.558
C  -3.172  1.058  1.626
C  -2.207  2.117  2.389
C  -1.330  2.763  1.170
C  -2.177  3.702  0.190
C  -2.514  3.036  -1.232
Br  -0.919  2.586  -2.324
O  -2.917  3.221  2.994
C  -3.374  2.944  4.308
O  -3.925  3.894  4.932
C  -1.117  1.410  3.341
Br  -0.902  -0.583  3.472
C  -0.182  2.144  4.147
C  -0.124  3.734  4.183
Br  1.176  1.184  5.267
H  8.097  -1.619  2.816
H  9.353  -0.339  3.431
H  7.757  -0.582  4.342
H  8.335  1.201  1.946
H  6.879  1.249  3.109
H  6.977  -1.097  0.911
H  6.705  0.710  0.342
H  4.821  0.685  2.345
H  4.813  -1.130  2.052
H  4.778  0.506  -0.631
H  3.465  1.097  0.536
H  2.174  -0.909  0.336
H  2.946  -0.806  -1.322
H  4.976  -2.366  -0.044
H  3.603  -3.094  -1.056
H  2.797  -2.372  1.890
H  4.127  -3.631  1.780
H  1.821  -4.352  -0.219
H  2.651  -5.351  1.120
H  1.134  -4.904  2.782
H  0.831  -3.142  2.343
H  -0.633  -3.925  0.289
H  -0.399  -5.715  0.861
H  -1.412  -3.717  3.023
H  -1.828  -5.495  2.841
H  -3.936  -4.631  2.139
H  -3.116  -4.359  0.443
H  -3.143  -2.312  2.900
H  -2.425  -1.980  1.191
H  -4.725  -2.137  0.104
H  -5.542  -2.802  1.599
H  -6.211  -0.629  2.161
H  -5.362  0.062  0.629
H  -4.885  1.085  3.060
H  -3.761  -0.319  3.410
H  -2.528  0.290  1.051
H  -3.791  1.588  0.806
H  -0.361  3.239  1.525
H  -1.017  1.843  0.540
H  -1.509  4.617  -0.045
H  -3.150  4.114  0.613
H  -3.118  3.813  -1.834
H  -3.161  2.101  -1.178
H  -3.294  1.956  4.857
H  0.403  4.167  3.253
H  -1.105  4.267  4.371
H  0.557  4.024  5.068
C  5.761  3.229  -4.138
O  5.003  2.830  -5.271
C  5.112  1.433  -5.533
C  3.876  0.681  -5.052
O  3.781  0.700  -3.629
C  2.824  1.642  -3.165
H  5.471  4.249  -3.877
H  5.577  2.582  -3.276
H  6.828  3.224  -4.384
H  6.021  1.020  -5.082
H  5.192  1.317  -6.619
H  3.963  -0.368  -5.352
H  2.968  1.087  -5.510
H  1.814  1.273  -3.366
H  2.960  2.624  -3.629
H  2.947  1.748  -2.085
C  -6.924  -0.126  -5.645
O  -6.894  0.988  -4.763
C  -7.387  0.665  -3.464
C  -6.245  0.471  -2.473
O  -5.478  -0.690  -2.786
C  -4.252  -0.369  -3.432
H  -6.351  0.134  -6.538
H  -6.480  -1.016  -5.192
H  -7.956  -0.336  -5.943
H  -8.029  -0.221  -3.499
H  -7.997  1.511  -3.134
H  -6.667  0.314  -1.476
H  -5.607  1.362  -2.431
H  -3.556  0.066  -2.708
H  -4.399  0.323  -4.266
H  -3.819  -1.294  -3.819

Values from the calculation:
- SMILES string = CCCCCCCCCCCCCCCCCC[C@@](CCCBr)(OC=O)/C(Br)=C(\C)Br.COCCOC.COCCOC
- HOMO energy (eV) = -9.27
- orbital gap (eV) = 9.4
- LUMO energy (eV) = 0.10